DFT (ωB97M-V/def2-TZVPD) results for a 9-piece molecular cluster, H18O9 overall.

Positions of all 27 atoms, in Å:
O -0.67 1.05 -0.41
H -0.30 0.25 -0.80
H -1.62 0.95 -0.51
O -3.49 -3.91 -1.56
H -3.56 -4.24 -2.46
H -3.00 -3.09 -1.65
O -2.28 1.95 3.73
H -2.05 2.81 4.11
H -1.42 1.56 3.53
O -0.11 -1.22 1.67
H 0.13 -1.88 2.33
H -0.87 -0.77 2.06
O -0.97 4.67 0.60
H -1.43 5.04 -0.16
H -0.28 5.32 0.79
O 1.81 -3.07 -3.38
H 2.52 -3.71 -3.51
H 2.21 -2.41 -2.80
O 2.61 0.54 2.50
H 2.21 0.14 1.73
H 3.44 0.06 2.61
O 3.13 2.35 -2.28
H 2.20 2.47 -2.49
H 3.54 3.18 -2.56
O -0.46 -2.46 -0.67
H -1.37 -2.70 -0.44
H 0.07 -2.88 0.01

Output
- SMILES string = O.O.O.O.O.O.O.O.O
- lowest unoccupied orbital energy (eV) = 0.26
- frontier orbital gap (eV) = 11.17
- HOMO energy (eV) = -10.91
- ΔE to the lowest compared entry with this formula, charge and spin (kcal per mole) = 74.8